1.
# C13H32N2O6P2

One molecule with the formula C13H32N2O6P2 at a distorted geometry (wB97M-V/def2-TZVPD, OMol25).

XYZ file:
```
55
Properties=species:S:1:pos:R:3:forces:R:3
C -2.810540 -3.379826 -2.032386 0.112 0.326 -0.095
C -2.175059 -2.303745 -2.896822 -0.053 -0.711 -0.376
O -2.188545 -1.035854 -2.257819 0.575 0.643 0.689
P -1.023830 -0.712664 -1.172665 -1.708 -0.083 -0.022
O 0.214068 -1.463814 -1.437976 0.513 0.171 -0.112
C -1.107552 1.151239 -1.194620 -0.209 -0.430 0.162
N -0.131859 1.861649 -1.962512 0.336 -0.135 -0.072
C 0.132330 1.321528 -3.280973 -0.221 0.176 -0.274
C -1.055189 1.541730 -4.215342 0.249 -0.060 0.093
C 0.998005 2.416951 -1.252832 0.277 0.021 0.107
C 2.166692 1.480071 -0.889871 0.039 0.514 -0.227
N 1.834306 0.380780 -0.009275 -0.833 -0.135 0.891
P 1.198474 0.684884 1.494174 1.036 -0.264 0.269
O 0.084056 1.624857 1.700901 -0.007 0.112 -0.105
O 0.799813 -0.733653 2.090873 -0.043 0.808 -0.174
C 1.457856 -1.960438 1.801938 0.359 -0.660 -0.040
C 2.955209 -1.901523 2.043598 -0.266 0.072 0.053
O 2.538901 1.191347 2.239063 -0.520 -0.443 -0.701
C 2.390402 2.024330 3.374346 -0.047 0.509 0.708
C 2.037651 1.218889 4.614017 0.102 0.083 -0.344
O -1.597533 -1.217702 0.235355 0.575 0.143 -0.509
C -2.842002 -0.779465 0.773708 -0.506 0.142 0.356
C -2.635194 -0.204175 2.164194 0.100 -0.115 -0.356
H -2.827196 -4.323293 -2.571725 -0.012 -0.114 -0.024
H -3.828800 -3.100371 -1.770887 -0.099 -0.027 0.034
H -2.230133 -3.499497 -1.120517 0.000 -0.113 0.102
H -2.730011 -2.169630 -3.830338 0.113 -0.030 0.108
H -1.139015 -2.574199 -3.124753 -0.142 0.041 -0.099
H -1.062930 1.483402 -0.156744 -0.067 -0.026 0.006
H -2.106004 1.373746 -1.590004 -0.052 -0.199 0.117
H 1.001638 1.847125 -3.683143 0.026 -0.078 0.020
H 0.367041 0.247945 -3.242281 0.175 0.072 -0.080
H -1.350872 2.587603 -4.198069 -0.038 0.109 -0.026
H -0.778915 1.270167 -5.231103 -0.044 -0.058 -0.136
H -1.901116 0.930407 -3.915389 -0.147 -0.053 -0.016
H 1.402264 3.223998 -1.874720 0.037 -0.002 0.084
H 0.619503 2.858864 -0.329766 0.030 0.092 -0.067
H 2.602527 1.049356 -1.795688 0.055 0.074 0.073
H 2.929032 2.083522 -0.388233 0.084 0.020 -0.188
H 1.344519 -0.366074 -0.489343 0.080 -0.331 -0.188
H 1.247175 -2.244729 0.767443 -0.074 0.003 0.075
H 0.982333 -2.687073 2.468833 0.070 0.064 -0.180
H 3.400376 -2.867264 1.817784 0.043 -0.094 -0.027
H 3.395296 -1.140951 1.405018 0.173 -0.047 -0.024
H 3.160384 -1.648379 3.080969 0.079 0.005 0.094
H 1.603181 2.759606 3.178482 0.184 0.000 0.016
H 3.349333 2.537650 3.494722 -0.148 -0.038 -0.019
H 1.094236 0.705141 4.443154 -0.099 -0.060 0.136
H 2.810312 0.481108 4.817535 0.048 -0.082 0.068
H 1.939117 1.878865 5.472007 -0.031 0.041 0.104
H -3.298885 -0.041080 0.108739 -0.058 -0.048 0.024
H -3.496188 -1.658369 0.816295 0.039 0.158 -0.117
H -2.234817 -0.969515 2.823004 0.018 -0.080 0.111
H -1.921300 0.613632 2.130130 0.023 0.104 0.035
H -3.582543 0.152891 2.559516 -0.124 0.011 0.062
```
Positions in Å, forces in eV/Å.

Computed properties:
Total energy, eV: -47848.228
Kohn-Sham gap, eV: 9.02
LUMO level, eV: 0.92
ΔE to the lowest compared entry with this formula, charge and spin, kcal/mol: 0.5
Spin multiplicity: 1

---

2.
# C13H33CuN3O6

C13H33CuN3O6 as an isolated structure at a distorted geometry (wB97M-V/def2-TZVPD, OMol25).

XYZ file:
```
56
Properties=species:S:1:pos:R:3:forces:R:3
Cu -0.020218 -0.134289 1.266882 -0.377 -1.585 0.873
C -0.841011 -2.327126 2.563534 -0.021 -0.934 1.168
O -0.308151 -1.319639 3.231420 -0.017 -0.107 -1.073
O -1.060970 -3.427392 3.121233 0.210 1.522 -0.922
O -1.081548 -2.052696 1.322886 0.408 0.581 -0.061
C -0.711192 3.768250 3.363906 0.631 0.278 -0.058
C -1.018941 2.363533 2.848928 -0.085 0.602 0.486
C -1.537783 2.413519 1.424457 0.767 0.238 0.286
O -1.907279 1.147660 0.999287 -0.283 -0.546 -0.366
C -3.276042 0.866503 0.952058 -1.344 0.927 -0.479
N 0.154923 1.445061 2.994576 -0.778 0.994 -0.146
H -1.471574 4.503282 3.089243 -0.097 -0.136 0.177
H 0.239954 4.150558 2.962747 -0.178 -0.153 -0.195
H -0.559371 3.770273 4.445172 -0.264 -0.014 0.006
H -1.843812 1.988793 3.463362 0.190 -0.360 -0.031
H -0.703072 2.726225 0.780529 -0.166 0.220 -0.114
H -2.372067 3.113219 1.345334 0.045 0.146 -0.046
H -3.476778 0.061047 0.249228 0.328 -0.368 0.334
H -3.838142 1.724787 0.516566 0.408 -0.157 0.178
H -3.745099 0.692639 1.925419 0.327 -0.347 0.051
H 0.994782 2.021114 2.945818 -0.086 -0.028 -0.073
H 0.100466 1.146164 3.966851 0.273 -0.707 -0.364
C 0.777270 1.396424 -2.394719 -0.113 0.580 0.027
C -0.594938 0.877348 -2.001685 0.140 0.052 -0.151
C -1.346555 0.356701 -3.202972 0.626 0.160 -0.609
O -2.498109 -0.265156 -2.753070 -0.631 0.001 0.599
C -3.160213 -0.918615 -3.782651 -0.287 -0.227 -1.037
N -0.489974 -0.132991 -0.948513 -0.280 -0.865 0.144
H 1.341794 1.573799 -1.478394 0.220 -0.109 -0.097
H 0.706314 2.358815 -2.912596 -0.084 -0.096 0.032
H 1.315286 0.730786 -3.072346 0.036 -0.223 0.247
H -1.216067 1.715316 -1.661869 0.213 -0.119 0.517
H -0.727170 -0.341663 -3.794525 0.010 -0.053 0.161
H -1.617751 1.183905 -3.880234 0.149 0.000 0.038
H -3.094143 -0.338458 -4.717693 -0.064 -0.070 0.121
H -4.215501 -1.027680 -3.552578 -0.025 -0.104 0.257
H -2.714159 -1.900221 -3.979468 -0.064 -0.048 0.036
H -1.397484 -0.609704 -0.884293 0.158 0.454 0.336
H 0.096714 -0.937713 -1.205882 0.289 0.626 -0.093
C 4.505557 -1.301514 0.611796 0.090 -0.472 0.357
C 3.050386 -1.193610 0.218647 -0.674 0.860 -0.284
C 2.463929 -2.536164 -0.198739 0.699 0.104 0.486
O 1.297304 -2.384952 -0.955542 -0.224 -0.080 -0.390
C 1.333442 -3.064662 -2.199877 0.256 0.108 0.235
N 2.243580 -0.589482 1.323898 0.659 -0.424 0.242
H 4.557727 -1.752225 1.609797 0.160 0.068 -0.038
H 4.972820 -0.320799 0.649766 0.108 0.034 0.021
H 5.070569 -1.959734 -0.050101 0.047 0.191 -0.125
H 2.941000 -0.528045 -0.645667 0.054 -0.032 0.011
H 2.280738 -3.123310 0.711517 -0.155 -0.168 -0.197
H 3.240944 -3.030558 -0.796215 -0.161 -0.149 0.104
H 1.221204 -4.142443 -2.062957 0.042 -0.032 -0.040
H 2.281561 -2.842772 -2.707392 -0.126 -0.150 -0.101
H 0.514072 -2.695179 -2.809942 -0.132 0.026 0.006
H 2.474196 -1.189582 2.126928 -0.786 0.131 -0.045
H 2.668557 0.292656 1.618131 -0.039 -0.042 -0.400
```
Positions in Å, forces in eV/Å.

Computed properties:
Total energy, eV: -75409.366
Kohn-Sham gap (spin up / spin down), eV: 7.90 / 7.10
LUMO level (spin up / spin down), eV: 0.23 / -0.13
<S²>: 0.760
ΔE to the lowest compared entry with this formula, charge and spin, kcal/mol: 24.7
Spin multiplicity: 2

---

Which value of ΔE to the lowest compared entry with this formula, charge and spin does entry 2 give?
24.7 kcal/mol

---

The highest spin multiplicity belongs to which entry?
C13H33CuN3O6